--- w ---
DFT (ωB97M-V/def2-TZVPD) results for CH6N4O2 as an isolated structure.

The geometry in XYZ format:
```
13
Properties=species:S:1:pos:R:3
C 1.33669 0.09148 0.46692
N 2.53863 0.72305 0.26933
N 0.25760 0.78418 0.24951
N -1.81888 -0.69625 0.51318
N -1.02453 0.37332 0.21709
O -1.17574 -1.65431 0.95375
O 1.42723 -1.18177 0.89387
H 2.51993 1.54802 -0.33596
H 3.32873 0.17623 0.20560
H 0.62163 -1.53122 1.11824
H -2.99416 0.27946 -1.90503
H -1.70439 1.14192 -0.11711
H -3.31272 -0.05411 -2.52940
```

Properties
E_HOMO = -0.31879 Ha
HOMO-LUMO gap = 9.22 eV
LUMO = 0.5 eV

Taken from the Löwdin analysis, the atomic charges in e are: -0.46 0.16 0.08 -0.05 -0.10 -0.11 0.13 0.12 0.07 0.01 -0.01 0.15 0.03

--- x ---
DFT (ωB97M-V/def2-TZVPD) results for one molecule with the formula CH6N4O2.

The geometry in XYZ format:
```
13
Properties=species:S:1:pos:R:3
C -0.39821 -0.50824 -0.00898
H 1.21111 1.57714 1.05707
H 1.57000 1.93830 -0.53595
H -0.91392 1.44639 -0.02784
H 0.38784 -2.36692 0.01081
H 2.16769 -0.32280 0.00395
H -3.36377 -0.38877 0.04890
N 1.11857 1.26354 0.09905
N -0.13543 0.83281 -0.27519
N 0.63362 -1.39051 0.19271
N -1.58302 -0.97114 0.10778
O 1.83351 -1.12533 -0.40559
O -2.52798 0.01552 -0.26671
```

Properties
E_HOMO = -0.28987 Ha
HOMO-LUMO gap = 8.65 eV
SMILES = NN/C(=N\O)NO
LUMO = 0.8 eV

Taken from the Löwdin analysis, the atomic charges in e are: -0.42 0.10 0.11 0.13 0.15 0.06 0.10 -0.02 -0.01 -0.03 0.00 -0.06 -0.11

Of them, the most stable is w and the least stable is x.

--- w ---
DFT (ωB97M-V/def2-TZVPD) results for one molecule with the formula C17H27N5O3.

The geometry in XYZ format:
```
52
Properties=species:S:1:pos:R:3
C -0.23774 -4.97919 3.15883
C 1.11857 -4.29355 3.05657
C 1.15059 -3.23968 1.95768
C 2.50913 -2.56075 1.85960
N 2.54454 -1.56394 0.80460
C 2.10637 -0.29037 0.83456
C 2.25284 0.15214 -0.45693
C 1.97193 1.51032 -1.04912
C 2.28750 1.54059 -2.54737
C 2.91648 2.55564 -0.43082
O 2.62571 2.88728 0.90716
C 1.35798 3.50728 0.94512
C 0.28390 2.52625 0.54198
N 0.56506 1.91882 -0.76616
C -0.43458 1.21500 -1.38574
O -0.23248 0.37340 -2.23711
C -1.87638 1.55342 -0.98173
O -2.12013 1.06611 0.35176
N -3.42081 0.53254 0.40151
C -3.88237 0.44146 -0.77728
C -5.23728 -0.11709 -1.03567
C -2.91832 0.87136 -1.84950
C -3.49842 1.75141 -2.94624
N 2.78003 -0.86482 -1.18509
N 2.94737 -1.89712 -0.42024
H -0.24698 -5.72941 3.94966
H -1.02550 -4.25497 3.37434
H -0.49350 -5.47692 2.22177
H 1.36927 -3.82756 4.01473
H 1.89581 -5.03941 2.86480
H 0.91825 -3.69503 0.99145
H 0.38166 -2.48369 2.14366
H 2.76950 -2.06819 2.79791
H 3.28991 -3.28390 1.62723
H 1.75861 0.17587 1.73844
H 3.37013 1.58338 -2.67921
H 1.91646 0.66418 -3.06072
H 1.84726 2.43717 -2.98555
H 3.92732 2.15268 -0.45695
H 2.88057 3.46495 -1.04656
H 1.18454 3.84198 1.96702
H 1.35369 4.38259 0.28137
H 0.19203 1.75459 1.31039
H -0.67110 3.04528 0.50468
H -2.03105 2.64081 -0.99023
H -5.16797 -0.98130 -1.69960
H -5.70508 -0.41884 -0.10170
H -5.87036 0.62263 -1.52878
H -2.47861 -0.02471 -2.29920
H -4.26383 1.22070 -3.51298
H -3.94599 2.65683 -2.53078
H -2.71449 2.04377 -3.64559
```

Properties
E_HOMO = -0.33748 Ha
HOMO-LUMO gap = 9.92 eV
SMILES = CCCCn1cc([C@]2(C)COCCN2C(=O)[C@@H]2ON=C(C)[C@H]2C)nn1
LUMO = 0.7 eV

Taken from the Löwdin analysis, the atomic charges in e are: -0.12 -0.28 -0.21 -0.15 -0.14 0.01 -0.21 -0.37 -0.03 -0.15 -0.11 -0.18 -0.12 0.05 -0.36 0.10 -0.20 -0.10 0.13 -0.31 -0.02 -0.26 -0.04 0.08 0.05 0.07 0.07 0.07 0.11 0.11 0.12 0.12 0.13 0.13 0.13 0.09 0.07 0.10 0.14 0.13 0.13 0.13 0.12 0.12 0.15 0.09 0.08 0.08 0.15 0.08 0.09 0.09

--- x ---
DFT (ωB97M-V/def2-TZVPD) results for one molecule with the formula C17H27N5O3.

The geometry in XYZ format:
```
52
Properties=species:S:1:pos:R:3
C -3.93400 -4.02349 0.43302
C -3.31937 -2.62634 0.45523
O -2.04722 -2.57960 1.08523
C -0.97173 -3.12029 0.36697
C -0.41841 -2.17030 -0.71716
N -0.08226 -0.88849 -0.15630
C 0.94625 -0.54731 0.65792
N 0.85366 0.70105 1.08938
C -0.28734 1.18086 0.55571
C -0.90268 0.21704 -0.22699
C -2.10744 0.47221 -0.94761
O -2.68625 -0.29053 -1.70575
N -2.58169 1.76108 -0.69861
C -2.00126 2.74179 0.09606
O -2.52054 3.82939 0.22556
N -0.81464 2.42289 0.71883
C -0.14126 3.40016 1.54508
H 0.73344 3.79431 1.02538
H 0.18029 2.92201 2.46853
H -0.84147 4.20794 1.74830
C -3.82149 2.15730 -1.34571
H -4.56846 2.40462 -0.59193
H -3.64998 3.03603 -1.96665
H -4.15667 1.32055 -1.95390
C 2.13199 -1.41437 0.94319
N 3.36123 -0.94234 0.33044
C 3.88008 0.27590 0.92896
C 5.28875 0.54299 0.40742
C 5.26781 0.67422 -1.11105
C 4.64924 -0.58541 -1.70554
C 3.26190 -0.81222 -1.11239
H 2.83865 -1.73818 -1.51322
H 2.60076 0.02360 -1.40506
H 4.57214 -0.50316 -2.79116
H 5.27748 -1.44496 -1.46719
H 6.27882 0.81839 -1.49593
H 4.67014 1.54384 -1.39510
H 5.67895 1.45256 0.86652
H 5.93421 -0.29053 0.68900
H 3.90452 0.13548 2.01168
H 3.23068 1.13914 0.71444
H 1.94822 -2.43000 0.58392
H 2.29283 -1.44893 2.02384
H -1.17636 -1.99233 -1.48318
H 0.46155 -2.62493 -1.17940
H -1.23469 -4.07274 -0.10953
H -0.19776 -3.30533 1.11831
H -3.93780 -1.96379 1.06593
H -3.27214 -2.21534 -0.55915
H -3.38477 -4.69069 -0.22742
H -3.93476 -4.44609 1.43495
H -4.95751 -3.95794 0.07562
```

Properties
E_HOMO = -0.30177 Ha
HOMO-LUMO gap = 8.86 eV
SMILES = CCOCCn1c(CN2CCCCC2)nc2c1c(=O)n(C)c(=O)n2C
LUMO = 0.7 eV

Taken from the Löwdin analysis, the atomic charges in e are: -0.07 -0.26 -0.14 -0.19 -0.08 0.05 -0.25 0.21 -0.21 -0.05 -0.36 0.05 0.04 -0.44 0.08 0.01 0.00 0.10 0.09 0.09 -0.01 0.10 0.10 0.09 -0.11 -0.16 -0.21 -0.19 -0.21 -0.19 -0.20 0.12 0.13 0.11 0.11 0.11 0.11 0.11 0.11 0.12 0.11 0.11 0.13 0.12 0.12 0.12 0.12 0.12 0.10 0.06 0.08 0.08

Of them, the most stable is x and the least stable is w.

--- w ---
DFT (ωB97M-V/def2-TZVPD) results for one molecule with the formula C2H3N3S.

The geometry in XYZ format:
```
9
Properties=species:S:1:pos:R:3
C -0.18360 0.19764 0.53279
C 0.07890 -0.17965 -1.49935
H -1.54274 1.67637 1.57948
H -0.03393 -0.08575 -2.58952
H 1.31204 -1.24665 1.08534
N -0.63607 0.59618 -0.63972
N 0.93574 -1.00770 -0.94302
N 0.75143 -0.74574 0.37387
S -0.68178 0.79530 2.10013
```

Properties
E_HOMO = -0.33823 Ha
HOMO-LUMO gap = 9.89 eV
SMILES = Sc1ncn[nH]1
LUMO = 0.7 eV

Taken from the Löwdin analysis, the atomic charges in e are: -0.79 -0.24 -0.12 0.11 0.17 0.06 0.04 -0.03 0.80

--- x ---
DFT (ωB97M-V/def2-TZVPD) results for one molecule with the formula C2H3N3S.

The geometry in XYZ format:
```
9
Properties=species:S:1:pos:R:3
C -0.78075 -0.60273 -0.77876
C 0.35572 0.97373 -1.58220
H -0.75093 0.28691 2.41573
H -1.41972 -1.47872 -0.63617
H 0.83263 1.68832 -2.25332
N 0.02522 -0.07123 0.17564
N -0.54607 0.02537 -1.92018
N 0.75635 0.93225 -0.32406
S 0.13998 -0.55795 1.81998
```

Properties
E_HOMO = -0.37580 Ha
HOMO-LUMO gap = 10.76 eV
SMILES = Sn1cncn1
LUMO = 0.5 eV

Taken from the Löwdin analysis, the atomic charges in e are: -0.21 -0.24 -0.13 0.12 0.11 -0.56 0.07 0.03 0.81

--- y ---
DFT (ωB97M-V/def2-TZVPD) results for a 2-piece molecular cluster, C2H3N3S overall.

The geometry in XYZ format:
```
9
Properties=species:S:1:pos:R:3
C 1.19963 -0.86039 -0.64579
C 2.10866 -0.07186 -0.55207
N -1.76429 0.31809 1.69685
N -1.11323 0.73795 -0.47984
N -1.25931 0.20533 0.57540
S -1.16392 0.65912 -2.01634
H 0.27974 -1.35429 -0.66874
H 2.86916 0.54336 -0.16664
H -1.15643 -0.17730 2.25718
```

Properties
E_HOMO (alpha / beta) = -0.31461 / -0.31460 Ha
HOMO-LUMO gap (alpha / beta) = 7.73 / 7.73 eV
SMILES = [H]/N=N/N=S.C#C
LUMO (alpha / beta) = -0.8 / -0.8 eV

Taken from the Löwdin analysis, the atomic charges in e are: -0.07 0.01 0.12 -0.55 -0.16 0.63 -0.01 0.01 0.02

--- z ---
DFT (ωB97M-V/def2-TZVPD) results for one molecule with the formula C2H3N3S.

The geometry in XYZ format:
```
9
Properties=species:S:1:pos:R:3
C -0.47265 0.38981 -0.17102
C -1.77361 -0.25271 -0.01188
H 2.04480 -0.53377 1.36918
H 0.23837 -1.54029 -0.52303
H 0.52060 1.98958 -0.11111
N 0.49733 -0.52041 -0.48377
N -0.45059 1.66057 -0.07865
N -2.74845 -0.86988 0.04780
S 2.14421 -0.32289 -0.03752
```

Properties
E_HOMO = -0.38241 Ha
HOMO-LUMO gap = 10.50 eV
SMILES = [H]/N=C(/C#N)NS
LUMO = 0.1 eV

Taken from the Löwdin analysis, the atomic charges in e are: -0.56 -0.15 -0.09 0.11 0.04 -0.40 0.15 0.17 0.73

Of them, the most stable is w and the least stable is y.

--- w ---
DFT (ωB97M-V/def2-TZVPD) results for one molecule with the formula C2H9N3O.

The geometry in XYZ format:
```
15
Properties=species:S:1:pos:R:3
C 0.42429 0.90139 -0.10578
C -0.57427 -1.30492 -0.17401
N -0.73384 0.09050 0.25379
N 1.53541 0.58470 0.86813
N -1.85911 0.70630 -0.55938
O 2.34562 -0.47523 0.29585
H 3.22377 -0.05350 0.24819
H 1.08943 0.12366 1.66428
H -2.10635 1.61052 -0.14785
H -2.70416 0.14041 -0.44503
H 0.21078 1.96205 0.06316
H 0.76092 0.77272 -1.14175
H -1.51175 -1.85503 -0.03166
H -0.28122 -1.39417 -1.22658
H 0.18046 -1.80941 0.43864
```

Properties
E_HOMO = -0.31017 Ha
HOMO-LUMO gap = 9.52 eV
SMILES = CN(N)CNO
LUMO = 1.1 eV

Taken from the Löwdin analysis, the atomic charges in e are: -0.24 -0.11 -0.25 -0.07 0.02 -0.13 0.09 0.10 0.07 0.06 0.11 0.12 0.08 0.08 0.08

--- x ---
DFT (ωB97M-V/def2-TZVPD) results for a 2-piece molecular cluster, C2H9N3O overall.

The geometry in XYZ format:
```
15
Properties=species:S:1:pos:R:3
C 0.62877 0.29065 1.52282
N -0.70720 -0.23473 1.25828
C -1.08649 -0.36678 -0.07205
N -2.46032 -0.34313 -0.23490
N -0.20400 -0.25903 -1.00363
H 1.41416 -0.46072 1.48550
H 0.64192 0.77447 2.49158
H 0.91277 1.04613 0.78816
H -1.36865 0.38421 1.72399
H -3.07146 0.14350 0.38801
H -2.86469 -0.86466 -0.99461
H -0.38280 -0.88168 -1.78829
H 3.41177 -0.14542 -0.99092
H 2.29713 0.93522 -1.13525
O 3.22927 0.75064 -1.28704
```

Properties
E_HOMO = -0.32531 Ha
HOMO-LUMO gap = 9.55 eV
SMILES = [H]/N=C(\N)NC.O
LUMO = 0.7 eV

Taken from the Löwdin analysis, the atomic charges in e are: -0.11 -0.02 -0.57 0.11 0.10 0.08 0.08 0.06 0.11 0.08 0.09 0.04 0.03 0.00 -0.07

Of them, the most stable is x and the least stable is w.